# 1
C35H47BBrFKN10OS4 as an isolated structure at a distorted geometry, computed with ωB97M-V/def2-TZVPD.

## Properties
Relative energy (zero: lowest compared OMol25 entry of this formula, charge and spin) in kJ/mol: 108.4
Frontier orbital gap in eV: 6.2
Net charge: -1
LUMO in eV: 2.11

Last column: Mulliken charge in e.
Positions of all 101 atoms, in Å:
K  1.48  0.38  -0.03  0.91
C  -4.04  -0.94  -4.52  -2.05
C  -2.86  -0.20  -3.88  1.35
C  -3.12  1.29  -4.14  -1.74
C  -1.52  -0.66  -4.45  -0.95
N  -2.98  -0.52  -2.43  0.72
C  -3.80  -1.47  -1.91  -0.42
C  -3.92  -1.30  -0.56  -1.19
N  -3.09  -0.30  -0.18  1.12
B  -3.29  0.38  1.18  -0.04
N  -2.59  1.78  1.45  0.33
C  -3.18  2.94  0.98  -0.99
C  -2.46  4.02  1.35  -0.26
N  -1.41  3.52  2.18  0.45
C  -1.43  2.09  2.18  -0.16
S  -0.26  1.14  2.94  -0.35
C  -0.44  4.30  3.02  1.18
C  -0.61  3.96  4.51  -1.48
C  1.05  4.07  2.56  -1.54
C  -0.74  5.83  2.77  -1.94
N  -3.07  -0.64  2.38  0.56
C  -3.67  -0.51  3.61  -0.98
C  -3.13  -1.42  4.45  -0.19
N  -2.33  -2.24  3.71  0.33
C  -2.12  -1.74  2.41  -0.42
S  -1.04  -2.28  1.23  -0.16
C  -1.64  -3.55  4.16  1.02
C  -0.16  -3.18  4.41  -1.23
C  -1.90  -4.65  3.17  -1.61
C  -2.33  -4.06  5.49  -1.75
C  -2.45  0.27  -1.34  -0.61
S  -1.06  1.17  -1.38  -0.29
H  -4.18  -0.62  -5.56  0.40
H  -4.98  -0.67  -4.00  0.55
H  -4.03  -2.04  -4.44  0.37
H  -3.05  1.41  -5.23  0.50
H  -2.30  1.86  -3.68  0.33
H  -4.15  1.61  -3.85  0.33
H  -1.53  -0.78  -5.55  0.41
H  -1.30  -1.67  -4.04  0.00
H  -0.61  0.02  -4.28  0.20
H  -4.35  -2.22  -2.50  0.36
H  -4.48  -1.82  0.18  0.63
H  -4.51  0.71  1.30  -0.22
H  -4.06  2.85  0.34  0.49
H  -2.64  5.11  1.18  0.38
H  -0.38  2.88  4.59  0.27
H  -1.62  4.14  4.90  0.34
H  0.02  4.59  5.14  0.44
H  1.45  3.12  2.95  0.34
H  1.64  4.86  3.05  0.50
H  1.23  4.12  1.47  0.31
H  -1.81  6.01  3.02  0.45
H  -0.55  6.13  1.71  0.36
H  -0.02  6.41  3.37  0.45
H  -4.33  0.32  3.82  0.47
H  -3.28  -1.51  5.50  0.38
H  0.34  -2.92  3.44  0.21
H  0.36  -3.96  4.96  0.48
H  -0.15  -2.19  4.98  0.27
H  -1.44  -4.44  2.20  0.28
H  -2.95  -4.82  3.07  0.41
H  -1.40  -5.56  3.51  0.46
H  -2.32  -3.26  6.25  0.42
H  -1.71  -4.91  5.87  0.42
H  -3.35  -4.46  5.40  0.36
O  3.41  6.37  -3.15  -0.55
C  3.51  5.06  -2.74  1.00
C  3.86  4.62  -1.45  -0.85
C  3.74  3.27  -1.25  -0.29
N  3.43  2.35  -2.21  -0.25
C  3.17  2.80  -3.44  0.02
Br  2.88  1.55  -4.81  -0.17
C  3.23  4.16  -3.78  -0.39
H  3.35  6.97  -2.37  0.31
H  4.08  5.31  -0.64  0.33
H  3.85  2.78  -0.26  0.47
H  2.91  4.58  -4.71  0.39
C  0.85  -5.04  -3.53  -0.61
N  2.18  -4.53  -3.08  0.24
C  3.38  -5.23  -3.20  -0.63
C  4.33  -4.55  -2.52  -0.54
N  3.77  -3.31  -2.08  0.48
C  2.41  -3.33  -2.42  -0.45
S  1.19  -2.26  -2.15  -0.13
C  4.54  -2.23  -1.56  0.75
C  5.93  -2.36  -1.68  -0.66
C  6.79  -1.45  -1.09  -0.63
C  6.20  -0.42  -0.37  -1.03
C  4.78  -0.35  -0.39  0.33
N  3.92  -1.23  -0.90  0.11
H  0.94  -5.48  -4.55  0.33
H  0.19  -4.18  -3.61  0.04
H  0.41  -5.76  -2.79  0.28
H  3.39  -6.20  -3.64  0.46
H  5.36  -4.74  -2.41  0.42
H  6.28  -3.18  -2.34  0.16
H  7.88  -1.52  -1.15  0.38
H  6.73  0.22  0.30  0.50
H  4.29  0.45  0.27  0.12
F  3.43  1.12  1.30  -0.90



# 2
C35H47BBrFKN10OS4 as an isolated structure at a distorted geometry, computed with ωB97M-V/def2-TZVPD.

## Properties
Relative energy (zero: lowest compared OMol25 entry of this formula, charge and spin) in kJ/mol: 21.3
Frontier orbital gap in eV: 6.3
Net charge: -1
LUMO in eV: 2.23

Last column: Mulliken charge in e.
Positions of all 101 atoms, in Å:
K  -0.09  2.24  -1.11  0.82
C  -4.05  2.52  -0.29  -1.40
C  -4.33  2.58  1.22  1.14
C  -5.78  2.12  1.51  -1.57
C  -4.22  4.07  1.59  -1.93
N  -3.41  1.71  1.96  0.58
C  -2.89  1.99  3.17  -0.21
C  -2.20  0.89  3.61  -1.36
N  -2.26  -0.10  2.66  0.46
B  -1.37  -1.45  2.87  0.53
N  0.03  -1.03  3.62  0.29
C  0.62  -1.82  4.59  -1.27
C  1.81  -1.29  4.95  -0.23
N  2.03  -0.17  4.19  0.68
C  0.89  0.01  3.37  -0.49
S  0.68  1.24  2.30  -0.17
C  3.26  0.64  4.27  1.46
C  3.00  2.12  4.03  -1.63
C  4.29  0.11  3.28  -1.16
C  3.89  0.61  5.69  -2.00
N  -1.15  -2.40  1.61  0.72
C  -2.11  -3.36  1.36  -1.12
C  -1.66  -4.21  0.44  -0.62
N  -0.40  -3.82  0.07  0.63
C  -0.03  -2.72  0.85  -0.41
S  1.45  -2.00  0.78  -0.16
C  0.48  -4.61  -0.81  1.07
C  -0.30  -5.70  -1.61  -2.08
C  1.56  -5.32  0.01  -1.56
C  1.12  -3.71  -1.90  -1.10
C  -3.16  0.33  1.68  0.04
S  -4.02  -0.52  0.58  -0.49
H  -4.61  3.34  -0.76  0.51
H  -4.36  1.56  -0.72  0.32
H  -2.97  2.65  -0.51  0.13
H  -6.48  2.77  0.97  0.46
H  -5.97  2.25  2.58  0.37
H  -5.91  1.07  1.23  0.28
H  -4.92  4.60  0.94  0.49
H  -3.23  4.51  1.40  0.36
H  -4.48  4.33  2.64  0.47
H  -2.97  2.97  3.58  0.50
H  -1.66  0.75  4.53  0.51
H  -2.03  -1.99  3.71  -0.23
H  0.14  -2.73  4.92  0.53
H  2.57  -1.62  5.67  0.38
H  2.89  2.36  2.95  0.12
H  3.84  2.74  4.41  0.49
H  2.06  2.45  4.52  0.33
H  3.98  0.26  2.22  0.04
H  4.52  -0.97  3.38  0.30
H  5.23  0.65  3.36  0.45
H  3.19  0.97  6.44  0.43
H  4.74  1.31  5.67  0.48
H  4.26  -0.38  5.99  0.45
H  -3.10  -3.26  1.82  0.51
H  -2.06  -5.12  0.06  0.56
H  -0.71  -6.45  -0.97  0.55
H  0.38  -6.21  -2.30  0.45
H  -1.10  -5.25  -2.21  0.37
H  1.13  -6.07  0.69  0.34
H  2.11  -4.61  0.66  0.26
H  2.29  -5.82  -0.68  0.43
H  0.35  -3.06  -2.38  0.13
H  1.60  -4.34  -2.66  0.55
H  1.91  -3.07  -1.41  0.18
O  6.73  0.55  -1.53  -0.58
C  5.41  0.82  -1.32  0.78
C  4.38  -0.07  -1.67  -0.51
C  3.06  0.31  -1.46  -1.00
N  2.72  1.49  -0.92  0.44
C  3.71  2.24  -0.49  -0.19
Br  3.22  3.91  0.27  -0.21
C  5.07  2.00  -0.65  -0.58
H  6.83  -0.21  -2.15  0.32
H  4.59  -1.01  -2.16  0.33
H  2.22  -0.32  -1.77  0.70
H  5.78  2.75  -0.33  0.49
C  0.68  4.41  -5.80  -0.91
N  -0.25  3.29  -5.62  0.27
C  -1.39  3.04  -6.32  -0.61
C  -1.96  1.91  -5.85  -0.66
N  -1.19  1.43  -4.81  0.49
C  -0.07  2.29  -4.63  0.02
S  1.44  1.73  -4.17  -0.48
C  -1.44  0.24  -4.16  0.18
C  -2.16  -0.75  -4.89  -0.91
C  -2.67  -1.83  -4.17  -0.67
C  -2.37  -1.95  -2.77  -0.41
C  -1.50  -1.02  -2.20  -1.26
N  -1.05  0.06  -2.88  0.57
H  0.53  4.83  -6.82  0.32
H  1.70  4.04  -5.70  0.30
H  0.50  5.21  -5.06  0.27
H  -1.75  3.75  -7.03  0.41
H  -2.81  1.34  -6.17  0.47
H  -2.28  -0.66  -5.98  0.54
H  -3.32  -2.56  -4.65  0.39
H  -2.75  -2.78  -2.18  0.55
H  -1.13  -1.09  -1.19  1.03
F  -0.79  3.10  -3.06  -0.83



# 3
C35H47BN6O5S3Zr as an isolated structure at a distorted geometry, computed with ωB97M-V/def2-TZVPD.

## Properties
Relative energy (zero: lowest compared OMol25 entry of this formula, charge and spin) in kJ/mol: 92.4
Frontier orbital gap in eV: 6.9
Net charge: +2
LUMO in eV: -7.29

Last column: Mulliken charge in e.
Positions of all 98 atoms, in Å:
Zr  0.28  -1.14  -2.70  1.11
C  -3.19  -3.74  -0.02  -1.69
C  -2.74  -2.37  0.40  -0.21
C  -3.53  -1.51  1.10  -0.38
C  -3.11  -0.19  1.42  -0.48
N  -1.96  0.26  0.99  -0.64
N  -1.17  -0.61  0.32  1.03
B  0.13  0.06  0.01  -1.69
N  1.42  -0.64  0.36  1.16
N  1.31  -1.23  1.56  -0.62
C  2.39  -1.79  2.04  -0.09
C  3.60  -1.78  1.29  -0.30
C  3.69  -1.18  0.07  0.01
C  4.94  -1.18  -0.75  -1.71
C  2.51  -0.57  -0.41  1.41
S  2.35  0.29  -1.91  -0.49
C  2.32  -2.45  3.41  2.05
C  3.34  -1.75  4.32  -1.51
C  2.68  -3.93  3.25  -1.66
C  0.92  -2.31  4.00  -1.75
N  0.17  1.54  0.01  0.96
N  0.70  2.05  1.14  -0.99
C  0.65  3.34  1.27  0.01
C  0.04  4.15  0.25  -0.46
C  -0.46  3.62  -0.89  0.02
C  -1.07  4.43  -1.99  -1.71
C  -0.36  2.20  -1.01  0.89
S  -0.91  1.29  -2.36  -0.49
C  1.22  3.97  2.52  2.12
C  0.08  4.70  3.26  -1.50
C  1.82  2.91  3.44  -1.89
C  2.30  4.98  2.12  -1.69
C  -1.45  -1.89  0.02  1.82
S  -0.30  -2.87  -0.80  -0.32
C  -3.92  0.79  2.26  2.28
C  -4.08  2.10  1.47  -1.49
C  -5.29  0.23  2.61  -2.26
C  -3.13  1.06  3.55  -1.47
H  -4.16  -3.97  0.42  0.46
H  -2.47  -4.50  0.29  0.38
H  -3.26  -3.78  -1.11  0.33
H  -4.53  -1.83  1.38  0.67
H  4.46  -2.30  1.70  0.48
H  5.76  -1.65  -0.21  0.44
H  5.24  -0.16  -1.01  0.38
H  4.78  -1.72  -1.68  0.32
H  4.36  -1.86  3.96  0.35
H  3.29  -2.20  5.31  0.47
H  3.12  -0.69  4.42  0.26
H  3.70  -4.08  2.89  0.36
H  1.99  -4.44  2.57  0.35
H  2.61  -4.42  4.23  0.47
H  0.63  -1.27  4.12  0.28
H  0.91  -2.78  4.99  0.50
H  0.17  -2.80  3.38  0.26
H  0.01  5.22  0.40  0.49
H  -1.08  5.49  -1.73  0.43
H  -2.10  4.11  -2.19  0.39
H  -0.51  4.30  -2.92  0.37
H  -0.73  4.01  3.53  0.22
H  -0.35  5.51  2.66  0.38
H  0.47  5.14  4.17  0.48
H  1.08  2.17  3.74  0.27
H  2.21  3.40  4.33  0.51
H  2.64  2.38  2.95  0.35
H  1.91  5.79  1.50  0.34
H  3.11  4.50  1.57  0.36
H  2.72  5.44  3.02  0.47
H  -4.63  1.94  0.54  0.37
H  -3.11  2.54  1.23  0.14
H  -4.64  2.82  2.08  0.46
H  -5.91  0.04  1.73  0.47
H  -5.83  0.95  3.23  0.41
H  -5.23  -0.70  3.19  0.44
H  -2.14  1.47  3.32  0.15
H  -2.99  0.14  4.13  0.38
H  -3.67  1.77  4.17  0.44
O  0.16  -4.22  -3.52  -0.46
C  0.76  -3.29  -3.96  -0.09
O  1.61  -2.51  -3.21  -0.43
C  0.46  -2.70  -5.35  -0.19
C  1.34  -1.48  -5.64  0.04
C  1.16  -0.98  -7.06  -1.06
C  -0.22  -0.30  -7.02  -0.98
C  -0.68  -0.57  -5.60  0.14
O  0.60  -0.46  -4.81  -0.78
C  -1.01  -2.06  -5.42  -0.10
C  -1.89  -2.29  -4.19  -0.33
O  -2.74  -3.12  -4.11  -0.54
O  -1.59  -1.40  -3.18  -0.10
H  0.57  -3.50  -6.08  0.67
H  2.36  -1.56  -5.28  0.78
H  1.21  -1.81  -7.76  0.38
H  1.94  -0.27  -7.32  0.37
H  -0.93  -0.73  -7.73  0.40
H  -0.15  0.76  -7.21  0.37
H  -1.40  0.13  -5.20  0.67
H  -1.56  -2.46  -6.27  0.77